13
Properties=species:S:1:pos:R:3:forces:R:3:lowdin_charge:R:1 method="wB97M-V/def2-TZVPD" largest_force_ha_per_bohr=0.00635 de_lowest_kj_mol=414.89 energy_ev=-9269.202 homo_ev=-7.868 orbital_gap_ev=8.46 multiplicity=1
N -1.32784 1.50732 -0.11333 0.09 -0.10 0.15 0.1239
C -0.46456 0.41697 -0.16722 0.13 -0.28 0.06 -0.2905
C 0.61835 0.04566 0.69084 -0.11 0.15 -0.18 -0.4213
O 1.06696 0.90347 1.67046 0.12 -0.07 -0.02 0.0129
C 1.38005 -1.10266 0.13557 -0.12 0.07 -0.30 -0.0565
C 0.58593 -1.41373 -0.96419 0.06 -0.11 0.00 -0.1886
N -0.44556 -0.49432 -1.14814 -0.04 0.09 0.14 0.0898
H -1.06262 2.13437 0.63730 -0.01 -0.06 -0.10 0.0931
H -2.31313 1.27897 -0.03546 0.16 -0.03 -0.06 0.0951
H 1.99460 0.66224 1.81093 -0.14 0.07 0.03 0.1045
H 0.35471 -1.05954 1.12550 -0.23 0.04 -0.04 0.1891
H 0.66621 -2.24309 -1.65933 -0.03 0.22 0.14 0.0867
H -1.11772 -0.51369 -1.90680 0.12 0.00 0.18 0.1619